C3H3ClF2 as an isolated structure in a non-equilibrium geometry. Source: the OMol25 dataset; level of theory: ωB97M-V with the def2-TZVPD basis set.

The geometry in XYZ format:
```
9
C3H3ClF2 (ωB97M-V with the def2-TZVPD basis set)
C -0.396 -0.310 0.629
C 0.168 0.720 1.223
C -0.025 -0.382 -1.326
F 0.043 0.939 2.512
F -1.064 -0.843 -1.996
Cl 1.398 -1.376 -1.458
H -0.991 -1.075 1.103
H 0.574 1.595 0.743
H 0.292 0.732 -1.430
```

Calculated values
* LUMO energy: 0.969 eV
* total charge: 0
* molecular weight: 112.5 g mol⁻¹
* HOMO-LUMO gap: 11.055 eV
* energy above the lowest of the compared OMol25 structures with the same formula, charge and spin: 231.0 kJ/mol
* DFT total energy: -21114.1619 eV
* E_HOMO: -0.3706 Ha
* multiplicity: 1